<A>
This record from the OMol25 dataset describes 2 unconnected molecules or ions with the total composition C3H2N2O3. The level of theory is ωB97M-V/def2-TZVPD.

Summary:
HOMO (spin up / spin down) ... -9.7 / -9.7 eV
Gap between HOMO and LUMO (spin up / spin down) ... 9.850 / 9.850 eV

Each atom is followed by the atoms it is bonded to, with distances in Å.
Geometry (Å):
1 C -1.945 0.401 1.548  N4 1.186, H9 0.989
2 C 0.841 0.809 -2.138  O6 1.145, O8 1.151
3 C 0.825 -0.899 0.527  N5 1.345, O7 1.202, H10 1.059
4 N -1.171 -0.270 0.952  C1 1.186, N5 1.199
5 N -0.498 -1.065 0.357  C3 1.345, N4 1.199
6 O -0.118 1.274 -1.718  C2 1.145
7 O 1.343 -0.341 1.458  C3 1.202
8 O 1.818 0.247 -2.368  C2 1.151
9 H -2.376 1.288 1.638  C1 0.989
10 H 1.280 -1.444 -0.258  C3 1.059

Partial charges, Löwdin, in e: 0.2248 -0.4421 -0.3847 -0.0811 0.0651 0.2108 0.0604 0.2127 0.0315 0.1026


<B>
This record from the OMol25 dataset describes C3H2N2O3 in the gas phase. The level of theory is ωB97M-V/def2-TZVPD.

Summary:
HOMO ... -10.3 eV
Gap between HOMO and LUMO ... 9.822 eV

Each atom is followed by the atoms it is bonded to, with distances in Å.
Geometry (Å):
1 C -1.058 -1.619 0.832  H4 1.224, O8 1.198, O9 1.347
2 C 0.089 0.122 -0.158  C3 1.451, N7 1.308, O9 1.364
3 C 0.866 1.307 0.152  C2 1.451, H5 1.242, O10 1.365
4 H -0.867 -2.620 1.509  C1 1.224
5 H 1.483 1.842 1.087  C3 1.242
6 N 0.558 1.147 -2.123  N7 1.384, O10 1.518
7 N -0.090 0.123 -1.453  C2 1.308, N6 1.384
8 O -2.182 -1.257 0.633  C1 1.198
9 O 0.129 -1.066 0.512  C1 1.347, C2 1.364
10 O 1.071 2.022 -0.993  C3 1.365, N6 1.518

Partial charges, Löwdin, in e: -0.3371 -0.3625 0.0065 0.1887 0.1987 0.1285 0.1010 0.0971 0.0560 -0.0769


Least stable: <B>


<A>
This record from the OMol25 dataset describes 2 unconnected molecules or ions with the total composition CH2O2S. The level of theory is ωB97M-V/def2-TZVPD.

Summary:
HOMO ... -10.4 eV
Gap between HOMO and LUMO ... 11.060 eV

Each atom is followed by the atoms it is bonded to, with distances in Å.
Geometry (Å):
1 C -0.025 -0.573 1.415  O3 1.156, S4 1.529
2 O -0.153 0.529 -1.171  H5 0.896, H6 1.004
3 O 1.090 -0.769 1.184  C1 1.156
4 S -1.491 -0.263 1.720  C1 1.529
5 H -0.086 1.112 -1.848  O2 0.896
6 H 0.666 -0.036 -1.299  O2 1.004

Partial charges, Löwdin, in e: -0.9235 -0.0490 0.0945 0.8220 -0.0262 0.0822


<B>
This record from the OMol25 dataset describes CH2O2S in the gas phase. The level of theory is ωB97M-V/def2-TZVPD.

Summary:
HOMO ... -10.2 eV
Gap between HOMO and LUMO ... 10.617 eV

Each atom is followed by the atoms it is bonded to, with distances in Å.
Geometry (Å):
1 C -0.162 0.385 0.003  O4 1.396, O5 1.174, S6 1.891
2 H 1.623 -1.067 0.157  S6 1.350
3 H -1.735 -0.211 0.063  O4 1.104
4 O -0.836 -0.833 -0.095  C1 1.396, H3 1.104
5 O -0.614 1.466 -0.061  C1 1.174
6 S 1.724 0.261 -0.067  C1 1.891, H2 1.350

Partial charges, Löwdin, in e: -0.8648 -0.1416 0.2073 -0.0199 0.0471 0.7719


Least stable: <B>


<A>
This record from the OMol25 dataset describes 2 unconnected molecules or ions with the total composition C3H8S. The level of theory is ωB97M-V/def2-TZVPD.

Summary:
HOMO ... -9.1 eV
Gap between HOMO and LUMO ... 7.706 eV

Each atom is followed by the atoms it is bonded to, with distances in Å.
Geometry (Å):
1 C 0.601 0.111 1.153  C2 1.485, H5 1.101, H6 1.095, H7 1.110
2 C 0.534 0.667 -0.223  C1 1.485, C3 1.594, H8 1.210, H9 1.046
3 C -0.626 0.010 -1.096  C2 1.594, S4 1.814, H10 1.142, H11 1.012
4 S -0.617 -1.803 -1.038  C3 1.814
5 H 1.588 0.314 1.596  C1 1.101
6 H -0.242 0.362 1.806  C1 1.095
7 H 0.581 -0.992 1.028  C1 1.110
8 H 1.536 0.452 -0.866  C2 1.210
9 H 0.531 1.713 -0.225  C2 1.046
10 H -1.586 0.523 -0.750  C3 1.142
11 H -0.401 0.277 -2.046  C3 1.012
12 H -1.898 -1.634 0.660  no bonds

Partial charges, Löwdin, in e: -0.1941 -0.3454 -0.6531 0.5832 0.0756 0.0745 0.0085 0.1468 0.0675 0.0894 -0.0015 0.1488


<B>
This record from the OMol25 dataset describes C3H8S in the gas phase. The level of theory is ωB97M-V/def2-TZVPD.

Summary:
HOMO ... -8.8 eV
Gap between HOMO and LUMO ... 9.144 eV

Each atom is followed by the atoms it is bonded to, with distances in Å.
Geometry (Å):
1 C 0.157 1.835 -0.475  C2 1.538, H4 1.093, H5 1.097, H6 0.984
2 C -0.041 0.492 -1.197  C1 1.538, C3 1.600, H7 1.129, H8 1.062
3 C 0.471 -0.851 -0.493  C2 1.600, H9 1.020, H10 1.122, S12 1.788
4 H -0.161 2.600 -1.188  C1 1.093
5 H 1.174 2.168 -0.235  C1 1.097
6 H -0.512 2.027 0.221  C1 0.984
7 H -1.089 0.533 -1.614  C2 1.129
8 H 0.491 0.498 -2.116  C2 1.062
9 H 0.144 -1.721 -0.912  C3 1.020
10 H 1.553 -1.005 -0.236  C3 1.122
11 H 0.991 -0.216 1.818  S12 1.687
12 S -0.382 -0.859 1.078  C3 1.788, H11 1.687

Partial charges, Löwdin, in e: -0.1441 -0.3181 -0.5956 0.0733 0.0841 -0.0059 0.1205 0.0686 0.0017 0.0758 0.0384 0.6013


Least stable: <A>


<A>
This record from the OMol25 dataset describes 5 unconnected molecules or ions with the total composition C2H15NO4. The level of theory is ωB97M-V/def2-TZVPD.

Summary:
HOMO ... -9.7 eV
Gap between HOMO and LUMO ... 10.248 eV

Each atom is followed by the atoms it is bonded to, with distances in Å.
Geometry (Å):
1 C -0.954 0.756 -2.630  C2 1.529, H4 1.093, H5 1.089, H6 1.089
2 C -1.109 1.171 -1.166  C1 1.529, N3 1.501, H7 1.086, H8 1.088
3 N -1.316 -0.100 -0.396  C2 1.501, H9 1.020, H10 1.014
4 H -1.832 0.194 -2.954  C1 1.093
5 H -0.838 1.562 -3.353  C1 1.089
6 H -0.127 0.059 -2.757  C1 1.089
7 H -0.158 1.576 -0.832  C2 1.086
8 H -1.940 1.865 -1.052  C2 1.088
9 H -1.186 0.108 0.594  N3 1.020
10 H -2.307 -0.278 -0.517  N3 1.014
11 H -5.553 -1.772 -1.407  O13 0.971
12 H -6.034 -0.337 -1.056  O13 0.954
13 O -5.387 -0.828 -1.557  H11 0.971, H12 0.954
14 H 2.929 -1.255 3.601  O16 0.990
15 H 2.608 0.196 3.318  O16 0.964
16 O 3.350 -0.418 3.281  H14 0.990, H15 0.964
17 H 7.303 1.208 1.173  O19 0.969
18 H 5.910 1.934 1.426  O19 0.969
19 O 6.371 1.253 0.914  H17 0.969, H18 0.969
20 H -0.378 -2.914 1.592  O22 0.966
21 H 0.301 -1.525 1.744  O22 0.975
22 O 0.347 -2.455 2.035  H20 0.966, H21 0.975

Partial charges, Löwdin, in e: -0.1247 -0.3211 -0.0257 0.0638 0.0641 0.0676 0.0966 0.0956 0.0498 0.0506 0.0420 0.0233 -0.0622 0.0536 0.0220 -0.0773 0.0355 0.0352 -0.0713 0.0355 0.0221 -0.0750


<B>
This record from the OMol25 dataset describes 5 unconnected molecules or ions with the total composition C2H15NO4. The level of theory is ωB97M-V/def2-TZVPD.

Summary:
HOMO ... -8.6 eV
Gap between HOMO and LUMO ... 9.300 eV

Each atom is followed by the atoms it is bonded to, with distances in Å.
Geometry (Å):
1 C 2.226 -1.021 -0.160  C2 1.620, H4 1.154, H5 1.089, H6 1.145
2 C 0.971 -0.597 0.774  C1 1.620, N3 1.425, H7 1.073, H8 1.130
3 N 0.298 0.577 0.328  C2 1.425, H9 1.015, H10 1.079
4 H 1.784 -0.892 -1.218  C1 1.154
5 H 2.413 -2.085 -0.020  C1 1.089
6 H 3.053 -0.247 0.008  C1 1.145
7 H 1.476 -0.420 1.703  C2 1.073
8 H 0.278 -1.485 0.856  C2 1.130
9 H 0.872 1.306 -0.085  N3 1.015
10 H -0.371 0.489 -0.514  N3 1.079
11 H 1.178 -3.133 -1.205  O13 0.963
12 H 0.815 -4.401 -1.477  O13 0.922
13 O 0.408 -3.580 -1.572  H11 0.963, H12 0.922
14 H -2.968 2.912 -1.717  O16 0.874
15 H -3.530 1.538 -1.721  O16 0.992
16 O -2.777 2.111 -1.424  H14 0.874, H15 0.992
17 H 3.114 2.463 -0.209  O19 1.008
18 H 2.823 3.874 -0.553  O19 0.968
19 O 2.582 2.995 -0.881  H17 1.008, H18 0.968
20 H -4.480 0.068 3.654  O22 0.989
21 H -5.325 -0.651 2.693  O22 0.959
22 O -4.840 0.176 2.739  H20 0.989, H21 0.959

Partial charges, Löwdin, in e: -0.1115 -0.3515 -0.0378 0.0840 0.0351 0.0760 0.0750 0.1157 0.0306 0.1061 -0.0052 -0.0003 -0.0282 -0.0594 0.0735 -0.0105 0.0628 0.0349 -0.0892 0.0537 0.0206 -0.0744


Least stable: <B>


<A>
This record from the OMol25 dataset describes C8H10N2O2 in the gas phase. The level of theory is ωB97M-V/def2-TZVPD.

Summary:
HOMO ... -10.1 eV
Gap between HOMO and LUMO ... 9.593 eV

Each atom is followed by the atoms it is bonded to, with distances in Å.
Geometry (Å):
1 C 0.343 -0.416 3.242  C2 1.500, H9 1.222, H10 1.246, H11 1.138
2 C -1.015 -0.883 2.809  C1 1.500, C3 1.569, H12 1.180, H13 1.124
3 C -1.130 -1.227 1.283  C2 1.569, H14 1.110, H15 1.089, O21 1.406
4 C -0.475 -0.800 -0.841  C5 1.472, O21 1.327, O22 1.257
5 C 0.127 0.196 -1.743  C4 1.472, C6 1.432, N20 1.392
6 C 0.384 -0.039 -3.132  C5 1.432, H16 1.167, N19 1.380
7 C 1.300 2.096 -3.270  C8 1.355, H17 1.089, N19 1.384
8 C 0.941 2.325 -1.984  C7 1.355, H18 1.143, N20 1.312
9 H 1.097 -1.246 2.754  C1 1.222
10 H 0.367 -0.274 4.479  C1 1.246
11 H 0.756 0.484 2.682  C1 1.138
12 H -1.326 -1.840 3.425  C2 1.180
13 H -1.799 -0.115 3.052  C2 1.124
14 H -0.578 -2.183 1.163  C3 1.110
15 H -2.169 -1.209 0.957  C3 1.089
16 H 0.080 -1.059 -3.611  C6 1.167
17 H 1.808 2.810 -3.918  C7 1.089
18 H 1.239 3.265 -1.406  C8 1.143
19 N 0.971 0.924 -3.927  C6 1.380, C7 1.384
20 N 0.307 1.471 -1.214  C5 1.392, C8 1.312
21 O -0.723 -0.261 0.346  C3 1.406, C4 1.327
22 O -0.502 -2.019 -1.147  C4 1.257

Partial charges, Löwdin, in e: -0.1618 -0.2788 -0.1898 -0.4259 -0.1362 -0.0367 -0.1153 -0.1680 0.1163 0.1302 0.0736 0.1437 0.1077 0.1320 0.1338 0.1509 0.1060 0.1334 0.0749 0.1382 0.0029 0.0688


<B>
This record from the OMol25 dataset describes C8H10N2O2 in the gas phase. The level of theory is ωB97M-V/def2-TZVPD.

Summary:
HOMO ... -10.1 eV
Gap between HOMO and LUMO ... 8.976 eV

Each atom is followed by the atoms it is bonded to, with distances in Å.
Geometry (Å):
1 C 0.620 -0.159 3.143  C2 1.599, H9 1.303, H10 1.201, H11 1.179
2 C -0.964 -0.045 2.952  C1 1.599, C3 1.626, H12 1.133, H13 1.002
3 C -1.226 -0.881 1.582  C2 1.626, H14 1.146, H15 1.246, O21 1.319
4 C -0.829 -0.714 -0.701  C5 1.429, O21 1.414, O22 1.170
5 C -0.065 0.072 -1.619  C4 1.429, C6 1.473, N20 1.448
6 C -0.268 -0.209 -3.050  C5 1.473, H16 0.991, N19 1.427
7 C 1.528 1.236 -3.671  C8 1.389, H17 1.049, N19 1.431
8 C 1.531 1.638 -2.342  C7 1.389, H18 1.122, N20 1.426
9 H 0.886 -1.221 2.437  C1 1.303
10 H 0.971 -0.328 4.280  C1 1.201
11 H 1.325 0.552 2.521  C1 1.179
12 H -1.592 -0.572 3.734  C2 1.133
13 H -1.447 0.833 2.913  C2 1.002
14 H -0.764 -1.929 1.627  C3 1.146
15 H -2.406 -1.201 1.341  C3 1.246
16 H -0.913 -0.959 -3.110  C6 0.991
17 H 2.030 1.956 -4.246  C7 1.049
18 H 2.169 2.545 -2.174  C8 1.122
19 N 0.654 0.174 -4.069  C6 1.427, C7 1.431
20 N 0.866 1.100 -1.202  C5 1.448, C8 1.426
21 O -0.506 -0.334 0.622  C3 1.319, C4 1.414
22 O -1.598 -1.555 -0.967  C4 1.170

Partial charges, Löwdin, in e: -0.1190 -0.1775 -0.3021 -0.4428 -0.1088 0.0118 -0.0990 -0.1248 0.1238 0.0913 0.0839 0.1144 0.0379 0.1261 0.1769 0.0541 0.0813 0.1092 0.0930 0.1569 -0.0590 0.1723


<C>
This record from the OMol25 dataset describes C8H10N2O2 in the gas phase. The level of theory is ωB97M-V/def2-TZVPD.

Summary:
HOMO (spin up / spin down) ... -8.8 / -8.8 eV
Gap between HOMO and LUMO (spin up / spin down) ... 7.633 / 7.662 eV

Each atom is followed by the atoms it is bonded to, with distances in Å.
Geometry (Å):
1 C 0.358 0.175 1.230  C2 1.343, C3 1.465, H13 1.190
2 C 1.541 0.810 1.188  C1 1.343, C5 1.498, H14 1.060
3 C -0.104 -0.417 -0.028  C1 1.465, C7 1.328, N9 1.413
4 C -2.405 -0.074 0.125  C8 1.500, N9 1.355, N10 1.369
5 C 2.257 1.030 -0.109  C2 1.498, C6 1.462, H15 1.038, H16 1.143
6 C 2.178 -0.219 -0.866  C5 1.462, C7 1.525, H17 1.213, H18 1.103
7 C 0.745 -0.723 -1.003  C3 1.328, C6 1.525, H19 1.076
8 C -3.842 -0.477 0.264  C4 1.500, H20 1.087, H21 1.050, H22 1.115
9 N -1.407 -0.954 -0.135  C3 1.413, C4 1.355, O11 1.243
10 N -1.978 1.209 0.345  C4 1.369, O12 1.234
11 O -1.516 -2.161 -0.412  N9 1.243
12 O -2.834 2.097 0.377  N10 1.234
13 H -0.319 0.047 2.200  C1 1.190
14 H 1.797 1.402 2.030  C2 1.060
15 H 1.795 1.768 -0.674  C5 1.038
16 H 3.386 1.161 0.007  C5 1.143
17 H 2.758 -0.146 -1.929  C6 1.213
18 H 2.636 -1.038 -0.286  C6 1.103
19 H 0.371 -1.131 -1.926  C7 1.076
20 H -4.387 -0.025 1.089  C8 1.087
21 H -4.239 -1.449 0.253  C8 1.050
22 H -4.416 0.042 -0.539  C8 1.115

Partial charges, Löwdin, in e: -0.0406 -0.0783 -0.2459 -0.2500 -0.2180 -0.2164 0.0198 -0.0070 -0.1535 -0.0112 0.0576 -0.0054 0.1646 0.0924 0.1016 0.1443 0.1663 0.1241 0.1211 0.0790 0.0591 0.0964


Least stable: <C>


<A>
This record from the OMol25 dataset describes a gas-phase ion, C3H10NOSi2 (charge +1). The level of theory is ωB97M-V/def2-TZVPD.

Summary:
Charge ... +1
HOMO ... -13.2 eV
Gap between HOMO and LUMO ... 9.454 eV

Each atom is followed by the atoms it is bonded to, with distances in Å.
Geometry (Å):
1 C -2.417 -1.265 -0.153  O5 1.211, Si7 2.009, H12 1.038
2 C 1.997 -0.356 0.969  N4 1.529, Si6 1.863, H8 0.984, H9 1.091
3 C -0.258 0.868 0.488  N4 1.481, Si7 2.010, H10 1.126, H11 1.105
4 N 0.628 -0.302 0.289  C2 1.529, C3 1.481, Si6 1.903, H13 1.051
5 O -1.520 -2.078 -0.152  C1 1.211
6 Si 2.105 -0.584 -0.877  C2 1.863, N4 1.903, H14 1.400, H15 1.339
7 Si -2.024 0.683 -0.453  C1 2.009, C3 2.010, H16 1.407, H17 1.647
8 H 2.245 0.498 1.391  C2 0.984
9 H 1.949 -1.102 1.764  C2 1.091
10 H -0.754 0.881 1.499  C3 1.126
11 H 0.203 1.832 0.206  C3 1.105
12 H -3.335 -1.508 0.265  C1 1.038
13 H 0.005 -1.124 0.492  N4 1.051
14 H 2.094 -1.916 -1.311  Si6 1.400
15 H 2.546 0.418 -1.647  Si6 1.339
16 H -1.918 0.941 -1.832  Si7 1.407
17 H -3.116 1.432 0.528  Si7 1.647

Partial charges, Löwdin, in e: -0.2996 -0.1655 -0.2929 -0.2486 -0.0399 0.9286 0.8071 0.0234 0.1047 0.0885 0.0894 0.0462 0.1029 -0.0344 -0.0616 -0.0718 0.0235


<B>
This record from the OMol25 dataset describes a gas-phase ion, C3H10NOSi2 (charge +1). The level of theory is ωB97M-V/def2-TZVPD.

Summary:
Charge ... +1
HOMO ... -13.0 eV
Gap between HOMO and LUMO ... 6.396 eV

Each atom is followed by the atoms it is bonded to, with distances in Å.
Geometry (Å):
1 C -1.016 -1.763 -0.740  O5 1.216, Si7 1.864, H12 1.124
2 C -0.011 1.507 0.656  N4 1.509, Si6 1.963, H8 1.190, H9 1.140
3 C 1.066 -0.649 0.434  N4 1.475, Si7 2.003, H10 1.140, H11 1.071
4 N 0.768 0.610 -0.275  C2 1.509, C3 1.475, H13 1.051
5 O -1.841 -2.600 -1.052  C1 1.216
6 Si -1.920 1.401 0.211  C2 1.963, H14 1.432, H15 1.458
7 Si 0.794 -2.200 -0.803  C1 1.864, C3 2.003, H16 1.495, H17 1.453
8 H 0.223 1.017 1.715  C2 1.190
9 H 0.413 2.564 0.692  C2 1.140
10 H 2.110 -0.488 0.862  C3 1.140
11 H 0.591 -0.759 1.387  C3 1.071
12 H -1.338 -0.708 -0.523  C1 1.124
13 H 1.723 0.915 -0.592  N4 1.051
14 H -2.133 1.797 -1.149  Si6 1.432
15 H -2.847 1.301 1.332  Si6 1.458
16 H 1.156 -3.565 -0.311  Si7 1.495
17 H 1.475 -2.077 -2.081  Si7 1.453

Partial charges, Löwdin, in e: -0.3475 -0.3574 -0.3866 -0.2181 0.0499 1.1023 0.8066 0.1075 0.1028 0.1040 0.0498 -0.0019 0.1345 -0.0463 -0.0468 -0.0192 -0.0337


Least stable: <B>